Computed, not measured: a molecular structure, C19H22N2SeSr in a non-equilibrium geometry, with ωB97M-V with the def2-TZVPD basis set.

The geometry in ORCA input format:
```
! wB97M-V def2-TZVPD RIJCOSX def2/J DEFGRID3
* xyz 0 1
C -1.095 1.874 1.881
C -1.108 -1.723 2.052
H -0.040 2.131 2.045
H -1.608 1.205 2.605
H -1.716 2.477 1.202
H -0.787 -2.581 1.440
H -0.417 -1.254 2.773
H -2.188 -1.481 2.123
C -0.296 2.709 -1.694
C 0.106 3.518 -2.749
C 0.356 2.928 -3.981
C 0.198 1.535 -4.082
H -0.459 3.125 -0.693
H 0.225 4.592 -2.597
H 0.644 3.524 -4.832
H 0.417 1.032 -5.019
N -0.465 1.383 -1.800
C -0.231 0.751 -2.988
C -0.358 -0.754 -3.001
N -0.607 -1.371 -1.804
C -0.722 -2.706 -1.743
C -0.274 -2.966 -4.081
C -0.556 -3.540 -2.847
H -0.932 -3.122 -0.755
H -0.645 -4.619 -2.728
C -0.168 -1.568 -4.140
H 0.063 -1.080 -5.083
H -0.152 -3.577 -4.961
Sr -0.211 -0.006 0.295
C -3.118 0.048 -0.179
H -3.324 -1.026 -0.279
H -3.203 0.640 -1.100
H -3.457 0.537 0.748
Se 2.939 -0.027 0.717
C 2.377 -0.042 2.484
C 2.183 1.171 3.212
C 2.035 1.152 4.600
C 1.979 -0.064 5.294
C 2.056 -1.271 4.584
C 2.200 -1.267 3.195
H 2.243 2.117 2.663
H 1.974 2.093 5.128
H 1.868 -0.072 6.363
H 2.012 -2.220 5.100
H 2.262 -2.204 2.631
*
```

Computed properties:
highest occupied orbital energy (spin up / spin down)	-6.5212 / -5.7048	eV
Kohn-Sham gap (spin up / spin down)	5.40 / 4.57	eV


Computed, not measured: a molecular structure, C17H16BrLiN3O3, with ωB97M-V with the def2-TZVPD basis set.

The geometry in ORCA input format:
```
! wB97M-V def2-TZVPD RIJCOSX def2/J DEFGRID3
* xyz -1 1
Li 0.036 0.246 -0.093
C 1.290 4.123 -1.230
C 0.360 3.019 -0.728
O 0.806 1.828 -0.818
C -0.854 3.411 -0.193
C -1.796 2.518 0.413
C -3.065 3.074 1.018
N -1.545 1.252 0.444
N -2.471 0.419 1.041
C -2.022 -0.816 1.031
O -0.901 -1.215 0.561
C -2.933 -1.830 1.650
C -4.237 -1.526 2.040
C -5.045 -2.498 2.609
C -4.565 -3.788 2.802
C -3.269 -4.099 2.416
C -2.462 -3.128 1.842
H 1.842 3.774 -2.104
H 2.015 4.367 -0.447
H 0.742 5.031 -1.483
H -1.099 4.466 -0.198
H -3.096 4.161 0.948
H -3.130 2.766 2.062
H -3.933 2.651 0.509
H -4.592 -0.516 1.889
H -6.059 -2.253 2.905
H -5.200 -4.545 3.249
H -2.886 -5.103 2.564
H -1.449 -3.345 1.527
O 6.324 -1.516 0.112
C 4.998 -1.222 0.057
C 4.523 0.084 0.085
C 3.156 0.288 0.022
N 2.274 -0.711 -0.054
C 2.749 -1.941 -0.085
Br 1.494 -3.344 -0.231
C 4.095 -2.268 -0.036
H 6.823 -0.695 0.162
H 5.207 0.922 0.149
H 2.711 1.277 0.003
H 4.437 -3.292 -0.071
*
```

Computed properties:
highest occupied orbital energy	-3.0125	eV
Kohn-Sham gap	5.28	eV


Computed, not measured: 9 unconnected molecules or ions with the total composition C48H48N6 in a non-equilibrium geometry, with ωB97M-V with the def2-TZVPD basis set.

The geometry in ORCA input format:
```
! wB97M-V def2-TZVPD RIJCOSX def2/J DEFGRID3
* xyz 0 1
C 14.661 8.760 14.497
C 15.622 9.048 15.446
C 16.917 8.662 15.262
C 17.291 8.134 14.030
C 16.419 7.904 13.011
C 15.074 8.129 13.314
H 13.646 8.979 14.695
H 15.381 9.491 16.350
H 17.639 8.890 16.014
H 18.286 7.877 13.869
H 16.599 7.339 12.127
H 14.244 7.878 12.600
C 16.088 19.154 11.443
C 16.764 17.952 11.681
C 16.124 16.754 11.293
C 14.866 16.860 10.652
C 14.292 18.058 10.310
C 14.921 19.223 10.697
H 16.398 20.090 11.886
H 17.673 18.063 12.246
H 16.500 15.784 11.648
H 14.383 15.972 10.341
H 13.388 18.083 9.737
H 14.414 20.124 10.594
C 8.596 16.266 12.529
C 9.776 16.988 12.440
C 10.904 16.333 12.927
C 10.869 15.153 13.685
C 9.651 14.549 13.940
C 8.518 15.056 13.290
H 7.631 16.554 12.188
H 9.944 17.937 11.897
H 11.863 16.750 12.694
H 11.822 14.820 14.126
H 9.493 13.698 14.631
H 7.559 14.554 13.357
N 14.554 16.798 15.068
C 13.964 17.735 14.396
C 12.960 18.548 14.882
C 12.496 18.333 16.169
C 13.090 17.305 16.864
C 14.131 16.597 16.311
H 14.356 17.936 13.407
H 12.520 19.300 14.278
H 11.742 18.977 16.540
H 12.741 16.932 17.807
H 14.572 15.801 16.887
N 19.938 13.403 11.579
C 20.246 13.511 10.313
C 20.155 12.460 9.426
C 19.667 11.276 9.939
C 19.404 11.123 11.311
C 19.510 12.234 12.063
H 20.497 14.495 9.968
H 20.361 12.554 8.378
H 19.596 10.416 9.311
H 19.086 10.172 11.773
H 19.306 12.299 13.098
N 12.212 12.029 15.664
C 11.740 12.130 16.890
C 12.509 12.558 17.925
C 13.784 13.025 17.650
C 14.243 13.048 16.383
C 13.487 12.460 15.410
H 10.766 11.711 16.954
H 12.212 12.532 18.994
H 14.392 13.371 18.501
H 15.237 13.326 16.193
H 13.900 12.325 14.370
N 16.990 14.821 18.101
C 17.260 13.538 17.989
C 18.074 12.929 17.052
C 18.469 13.791 16.005
C 18.113 15.105 16.009
C 17.400 15.617 17.083
H 16.861 12.938 18.879
H 18.199 11.873 17.198
H 19.024 13.369 15.176
H 18.415 15.772 15.231
H 16.967 16.609 17.102
N 13.563 15.393 7.845
C 13.056 14.163 8.093
C 11.718 13.939 8.382
C 10.896 15.026 8.424
C 11.349 16.303 8.120
C 12.733 16.397 7.825
H 13.719 13.330 8.087
H 11.323 12.899 8.588
H 9.880 14.799 8.637
H 10.688 17.127 8.254
H 13.119 17.380 7.516
N 16.129 12.991 13.173
C 15.424 14.095 13.355
C 14.258 14.329 12.701
C 13.842 13.372 11.781
C 14.546 12.199 11.596
C 15.723 12.047 12.306
H 15.844 14.813 14.118
H 13.693 15.221 12.870
H 12.962 13.564 11.178
H 14.121 11.485 10.904
H 16.390 11.201 12.191
*
```

Computed properties:
ΔE to the lowest compared entry with this formula, charge and spin	0.0	kcal per mole
highest occupied orbital energy	-9.0230	eV
Kohn-Sham gap	9.70	eV


- What is the formula in the first record?
  C19H22N2SeSr